The following is a DFT calculation (the ωB97M-V functional and the def2-TZVPD basis) of a cluster of 2 separate species, C6H10O in total at a distorted geometry.

Computed properties:
Frontier orbital gap in eV: 9.7
HOMO energy in Ha: -0.3261
SMILES: C=C/C=C/C=C.O
E_LUMO in eV: 0.857

```
! RIJCOSX wB97M-V def2-TZVPD def2/J DEFGRID3
* xyz 0 1
C 1.66 -0.60 2.02
C 0.54 0.12 1.90
C -0.35 0.26 0.73
C -0.84 -0.93 0.37
C -1.94 -0.88 -0.70
C -1.54 -0.46 -1.86
H 2.26 -0.76 2.90
H 2.01 -1.14 1.18
H 0.18 0.68 2.72
H -0.48 1.24 0.29
H -0.57 -1.99 0.76
H -2.86 -1.48 -0.56
H -0.58 0.00 -1.96
H -1.84 -0.65 -2.96
O 1.67 2.00 -1.65
H 2.16 1.84 -2.42
H 1.23 1.16 -1.53
*
```